Record 1
120
Properties=species:S:1:pos:R:3:forces:R:3:mulliken_charge:R:1 method="wB97M-V/def2-TZVPD" spin_multiplicity=1 e_homo_ev=-7.14 smiles=c1cc[nH]c1.c1cc[nH]c1.c1cc[nH]c1.c1cc[nH]c1.c1cc[nH]c1.c1cc[nH]c1.c1cc[nH]c1.c1cc[nH]c1.c1cc[nH]c1.c1cc[nH]c1.c1cc[nH]c1.c1cc[nH]c1 charge=0 lumo_ha=0.0129 e_above_lowest_kj_mol=2557.7
N 0.371 0.624 -1.163 -4.40 -3.03 5.41 1.5801
C 0.529 1.055 0.170 -3.71 -3.36 -1.23 1.1551
C -0.562 0.464 0.864 0.89 -2.32 1.85 0.5573
C -1.414 -0.475 -0.054 3.86 1.57 -1.17 -0.7782
C -0.717 -0.219 -1.412 -1.24 -3.29 2.35 0.4680
H 0.931 0.977 -1.775 3.98 2.21 -5.09 0.1049
H 1.439 1.521 0.462 0.15 0.64 0.39 0.5660
H -0.495 0.451 2.077 -0.73 0.13 -3.31 -1.0404
H -2.361 -1.114 0.246 2.27 1.63 -1.02 -0.2474
H -0.972 -0.852 -2.432 0.92 2.31 2.66 -0.4148
N 2.113 2.340 -2.893 4.63 1.00 4.58 -0.3729
C 3.458 2.128 -2.592 -0.84 -4.49 -7.31 -1.8606
C 3.996 1.144 -3.620 -5.25 0.95 0.43 -0.8632
C 2.797 0.728 -4.437 0.18 2.51 4.49 -0.8820
C 1.660 1.489 -3.685 1.29 -5.31 -7.62 -0.4490
H 1.646 3.184 -2.529 0.31 -1.06 0.19 0.7392
H 3.922 2.554 -1.848 2.30 2.56 3.53 1.2189
H 4.865 0.527 -3.815 0.53 0.84 0.72 0.3053
H 2.884 -0.067 -5.223 -0.76 1.01 1.02 0.3531
H 0.653 1.532 -3.977 -1.13 -0.02 -0.52 0.8244
N -2.339 -2.026 -5.013 0.34 -1.72 1.03 0.0758
C -3.088 -2.362 -3.878 -3.95 4.30 -1.88 -0.4272
C -4.274 -1.421 -3.922 2.61 0.13 -1.43 -0.5752
C -4.076 -0.528 -5.096 2.81 -1.55 -0.63 -0.5594
C -2.751 -0.989 -5.824 -3.82 0.91 2.17 -0.1729
H -1.585 -2.713 -5.139 -0.14 1.25 -0.71 0.4165
H -2.930 -3.162 -3.155 0.46 0.24 -0.67 0.3922
H -5.115 -1.308 -3.170 1.37 -0.32 -1.10 0.3455
H -4.681 0.390 -5.434 0.99 -1.84 0.71 0.3180
H -2.274 -0.610 -6.837 -0.93 -1.19 2.69 0.3085
N 0.252 -4.101 -5.323 -1.66 0.94 -0.64 -0.0117
C 0.390 -3.448 -4.119 2.55 4.38 -3.04 -1.4555
C 0.854 -1.995 -4.488 -2.16 -5.08 -2.72 0.6092
C 0.704 -1.895 -6.012 -1.07 -5.14 3.04 -0.4636
C 0.229 -3.286 -6.452 1.36 2.98 1.55 -0.6977
H -0.125 -5.044 -5.382 0.19 0.35 0.11 0.2445
H 0.395 -4.046 -3.236 0.14 0.16 0.61 0.5623
H 1.200 -1.306 -3.744 0.01 0.36 -0.13 0.2654
H 0.949 -1.093 -6.683 -0.15 0.21 0.10 0.5106
H -0.255 -3.676 -7.392 1.10 0.63 1.12 0.2975
N -2.119 1.944 -0.789 0.80 -0.65 -0.06 -0.0643
C -2.712 2.077 -1.955 -3.01 5.09 -1.57 -0.8941
C -3.346 3.461 -2.080 3.20 -2.87 5.20 -0.7637
C -2.950 4.061 -0.728 0.21 -4.82 -0.82 -0.7942
C -2.262 2.983 0.053 -4.49 3.64 -9.28 -0.5516
H -1.446 1.110 -0.688 -2.60 2.44 0.17 -0.6947
H -2.601 1.408 -2.754 0.05 -1.16 -0.67 0.6438
H -4.106 3.800 -2.748 0.14 0.24 -0.51 0.5206
H -3.147 5.019 -0.335 -0.39 0.85 0.22 0.4578
H -1.884 2.915 0.911 3.05 0.02 6.89 0.4781
N 4.811 -1.106 0.087 -1.19 -1.56 -1.71 -0.0073
C 4.028 -0.061 -0.397 2.85 3.22 4.81 -1.1286
C 4.332 1.165 0.507 0.72 -4.99 -0.94 0.1685
C 5.296 0.638 1.573 0.38 -1.75 -2.82 -0.9889
C 5.497 -0.834 1.218 0.60 3.66 0.17 -0.4217
H 4.871 -2.077 -0.441 -0.30 2.88 1.76 0.3614
H 3.370 -0.169 -1.208 -0.51 -0.09 -0.85 0.8824
H 3.820 2.136 0.325 0.78 -0.90 0.60 0.5423
H 6.014 1.203 2.311 -1.90 -1.18 -1.56 0.3718
H 6.212 -1.595 1.570 -0.53 0.79 0.12 0.3831
N -2.340 -0.414 6.903 0.94 1.25 0.50 -0.0407
C -1.356 0.527 7.240 -0.35 2.27 -5.11 -0.6151
C -1.142 1.384 5.996 -1.61 -3.47 3.06 -0.2293
C -2.060 0.733 4.977 -0.43 -0.29 0.10 0.2198
C -2.861 -0.342 5.648 2.66 3.86 -2.11 -0.7036
H -2.817 -0.854 7.630 -0.72 -1.12 1.13 0.2362
H -0.772 0.651 8.159 -0.85 -0.59 -0.26 0.4159
H -0.437 2.283 6.188 -1.38 -1.73 -1.46 0.3427
H -2.146 0.945 3.774 0.04 -0.38 3.55 0.0890
H -3.812 -0.764 5.239 1.35 -0.06 0.81 0.3657
N 3.202 -0.227 3.269 0.53 -0.69 1.91 0.2101
C 2.067 -0.873 2.842 -2.45 -0.75 2.63 0.1796
C 1.061 -0.973 3.957 0.84 1.83 -0.82 0.1225
C 1.709 -0.186 5.055 3.00 -3.02 -2.04 -0.5926
C 3.173 0.073 4.654 -7.70 -2.96 -2.65 -1.0339
H 4.090 0.016 2.710 -1.84 -0.78 0.50 0.0713
H 1.887 -1.385 1.879 0.83 1.02 0.43 0.3662
H -0.209 -1.289 3.879 4.44 1.00 0.27 -0.2516
H 1.242 0.035 5.998 0.19 0.03 0.15 0.5217
H 3.868 0.584 5.174 2.30 1.64 1.24 0.3879
N -0.234 3.875 -2.226 -3.05 -1.20 2.33 -0.0235
C 0.748 4.435 -1.380 2.88 2.02 -6.74 0.0141
C 1.739 5.016 -2.434 -3.95 -2.31 -0.47 -0.5011
C 1.314 4.625 -3.803 -6.63 0.09 7.15 -0.8485
C -0.116 4.013 -3.608 5.40 2.06 2.04 -0.2766
H -1.159 3.405 -1.725 3.11 1.85 -2.02 0.5437
H 1.161 4.339 -0.371 -1.57 -0.42 -0.11 0.0117
H 2.590 5.568 -2.150 1.02 0.26 0.11 0.4932
H 1.650 4.581 -4.733 2.14 0.63 -3.63 0.6304
H -0.823 3.726 -4.396 0.20 -0.11 0.98 0.4519
N 1.418 1.954 3.545 1.78 3.45 -0.90 0.2791
C 2.409 2.815 2.990 -5.33 2.83 -2.14 -0.9625
C 1.677 4.036 2.318 -0.85 -6.23 4.88 -1.1624
C 0.291 3.880 2.747 2.17 -3.09 0.43 -1.2675
C 0.161 2.572 3.478 10.41 7.58 -4.41 -0.6291
H 1.852 1.123 4.175 -1.99 2.28 -1.34 0.5301
H 3.400 2.530 2.779 0.91 -0.49 0.25 0.8710
H 2.108 4.679 1.637 0.83 1.56 -0.89 0.8680
H -0.486 4.571 2.447 -0.21 -0.32 0.22 0.4741
H -0.590 2.099 3.676 -8.16 -4.76 2.61 0.9948
N -4.300 -4.303 2.636 -0.70 -0.47 1.35 -0.0493
C -5.278 -3.312 2.664 0.54 0.52 0.42 -0.2979
C -4.565 -2.032 2.514 -2.27 -0.77 0.50 -1.0192
C -3.116 -2.347 2.404 -3.94 -4.01 1.54 0.2004
C -3.008 -3.831 2.621 -2.25 3.84 -1.03 -1.0335
H -4.538 -5.300 2.912 0.61 2.00 -0.66 0.3013
H -6.340 -3.741 2.983 2.34 1.75 -1.12 0.2842
H -5.233 -0.922 2.578 2.63 -3.60 -0.44 0.2130
H -2.472 -1.535 2.354 1.73 0.65 -0.05 0.9184
H -2.312 -4.601 2.838 1.33 0.16 -0.38 0.4640
N 0.739 -3.892 2.120 -0.15 -0.44 2.72 0.2481
C 0.510 -5.256 2.009 -0.17 0.20 -3.64 -0.5847
C -0.105 -5.448 0.611 1.17 5.57 4.73 -0.9517
C -0.429 -4.019 0.185 1.70 -0.74 2.92 -0.3636
C 0.068 -3.078 1.278 -0.41 -6.28 -4.14 -0.3387
H 1.305 -3.474 2.903 -1.19 -0.74 -0.92 0.2856
H 0.890 -5.925 2.838 -0.43 0.74 -1.57 0.3900
H -0.309 -6.390 0.200 -0.43 -0.82 -0.69 0.4420
H -0.866 -3.749 -0.786 0.05 0.03 0.81 0.5324
H 0.031 -2.081 1.500 -0.20 2.32 -0.23 0.3590

Record 2
88
Properties=species:S:1:pos:R:3:forces:R:3:mulliken_charge:R:1 method="wB97M-V/def2-TZVPD" spin_multiplicity=1 e_homo_ev=-9.28 smiles="NC(N)=O.NC(N)=O.NC(N)=O.NC(N)=O.NC(N)=O.NC(N)=O.NC(N)=O.NC(N)=O.CCO.CCO.CO" charge=0 lumo_ha=0.0102 e_above_lowest_kj_mol=0.0
C 7.355 8.993 5.985 -0.25 0.22 -0.59 0.5466
O 7.756 7.832 5.744 0.06 1.12 -0.19 -0.8832
N 7.786 10.139 5.357 0.50 -0.57 -0.50 -0.2278
N 6.349 9.180 6.907 0.36 -1.33 -0.55 -0.3743
H 7.537 11.059 5.721 -0.16 -0.44 0.16 0.1798
H 8.429 10.103 4.551 -0.49 -0.31 1.23 0.2210
H 5.922 10.096 6.957 -0.24 -0.26 0.15 0.2036
H 5.842 8.282 7.042 0.27 1.44 0.26 0.2623
C 9.376 13.948 12.648 -0.85 1.98 0.73 0.6717
O 10.503 14.440 12.508 -0.22 -0.58 0.27 -0.7340
N 8.439 14.493 13.528 -0.40 -0.42 1.69 -0.5216
N 8.846 13.055 11.846 2.57 -0.84 -2.43 0.2401
H 7.582 13.938 13.733 1.09 0.50 -0.52 0.2192
H 8.829 14.832 14.412 -0.01 0.00 -0.70 0.2887
H 7.985 12.600 11.920 -1.50 -0.76 0.29 0.2870
H 9.452 12.801 11.048 -0.82 -0.26 0.48 -0.5373
C 6.910 10.067 10.607 1.00 -4.89 -1.45 0.2810
O 6.700 11.011 11.283 -0.88 3.64 2.06 -0.7315
N 7.635 10.111 9.445 -0.33 1.09 -0.41 0.7555
N 6.640 8.776 11.069 -0.04 1.06 -0.25 -0.1982
H 7.597 11.050 9.026 0.26 -0.74 0.12 -0.6191
H 7.506 9.390 8.750 -0.13 -0.19 0.16 -0.2595
H 6.054 8.800 11.869 -0.35 -0.09 0.61 0.2218
H 6.598 7.927 10.516 -0.10 0.47 -0.28 0.1821
C 11.491 8.496 5.558 0.64 2.91 0.06 0.5827
O 11.161 9.735 5.613 0.75 -3.76 -0.33 -0.7798
N 10.635 7.454 5.507 1.88 -1.17 -0.37 -0.2451
N 12.847 8.138 5.569 0.40 -0.47 0.01 -0.4104
H 9.630 7.495 5.469 -0.59 0.60 -0.05 0.2148
H 11.113 6.583 5.231 -0.97 0.64 0.34 0.1885
H 13.610 8.828 5.625 -1.28 -0.33 -0.11 0.2289
H 13.192 7.160 5.534 -0.80 1.21 0.09 0.1498
C 7.455 13.262 7.485 -2.93 -2.66 1.53 0.3581
O 6.719 12.240 7.243 1.57 1.63 0.10 -0.7613
N 7.409 13.826 8.754 0.29 0.23 -2.59 -0.4001
N 8.214 13.807 6.550 0.81 1.28 0.40 -0.1814
H 7.136 13.203 9.480 -0.09 -0.31 0.52 0.3125
H 8.151 14.476 8.919 0.30 0.14 0.74 0.2280
H 8.784 14.609 6.782 0.23 -0.06 -0.18 0.1624
H 8.109 13.545 5.603 -0.17 -0.28 -0.58 0.1904
C 10.394 11.284 8.393 0.07 1.26 1.27 -0.5824
O 9.748 11.963 9.220 0.14 0.13 -0.25 1.2531
N 10.823 10.051 8.686 0.96 -0.40 -1.83 0.1741
N 10.821 11.814 7.235 0.60 0.55 -0.99 -0.2750
H 11.390 9.643 7.924 -0.82 -0.24 1.15 -0.1313
H 10.372 9.550 9.433 0.06 -0.47 0.02 0.2858
H 10.655 12.800 7.066 -0.21 -0.31 0.20 0.2792
H 11.258 11.234 6.509 -0.50 0.32 0.48 0.1987
C 10.612 15.891 8.673 0.33 1.89 -0.86 0.5170
O 10.598 15.362 7.571 0.30 -0.34 -1.27 -0.7081
N 10.247 15.159 9.731 -0.26 -0.03 -0.63 -0.1035
N 10.997 17.213 8.823 -0.21 0.53 0.32 -0.4730
H 10.442 14.236 9.387 -0.45 -1.12 0.89 -0.2043
H 10.474 15.389 10.667 0.40 0.06 1.04 0.2685
H 10.524 17.778 9.518 0.29 -0.33 0.11 0.2076
H 11.292 17.768 8.015 -0.45 -0.91 0.27 0.2488
C 7.858 6.435 9.366 2.10 -0.39 -0.74 0.4233
O 6.652 6.566 9.361 -0.96 0.22 -0.83 -0.7123
N 8.705 6.819 8.330 -3.18 0.49 -0.36 -0.2507
N 8.477 5.828 10.386 1.47 -0.31 1.37 -0.4356
H 9.627 6.483 8.223 0.73 -0.57 0.18 0.2021
H 8.109 6.799 7.490 0.98 0.60 -0.02 0.2641
H 9.423 6.108 10.670 -0.76 -0.18 -0.34 0.2202
H 7.856 5.593 11.130 -0.14 -0.01 0.54 0.2764
C 14.195 14.046 5.678 -0.30 -0.36 -1.70 -0.5854
O 14.025 13.038 6.664 -0.93 0.54 0.15 -0.4192
H 13.962 13.583 4.675 0.46 0.48 0.64 0.2332
H 13.465 14.883 5.747 0.69 -0.29 0.45 0.2246
H 15.248 14.388 5.656 -0.70 -0.08 0.23 0.2491
H 13.054 12.990 6.771 0.73 -0.34 0.33 0.3187
C 14.699 12.689 10.148 0.04 -0.35 -0.15 -1.3678
C 13.200 12.903 10.325 0.03 -1.18 -1.22 1.0355
O 12.855 12.609 11.665 1.37 -0.03 -0.21 -0.5686
H 15.015 11.628 10.284 -0.40 0.70 -0.04 0.3080
H 15.133 13.274 10.953 0.59 0.13 -0.07 0.3888
H 15.044 13.028 9.144 -0.29 -0.15 0.79 0.2799
H 12.665 12.198 9.653 0.05 0.35 0.16 -0.2566
H 12.974 13.915 9.955 -0.22 0.02 0.62 -0.0443
H 11.960 12.841 11.841 -1.15 0.65 0.18 0.1628
C 11.528 9.272 13.160 0.53 1.37 -2.91 -1.6045
C 10.999 9.888 11.793 -0.09 -0.38 1.68 0.5482
O 9.821 9.210 11.285 0.30 0.85 -0.03 -0.6045
H 10.808 9.344 13.920 -1.11 -0.18 0.93 0.3824
H 12.387 9.874 13.439 0.12 0.24 0.09 0.3995
H 11.906 8.306 12.989 0.17 -1.55 0.10 0.4478
H 11.767 9.950 11.013 -0.02 -0.15 0.38 0.3519
H 10.773 10.891 12.130 -0.42 0.47 -0.58 -0.1959
H 9.212 9.873 10.867 0.68 -0.67 0.52 0.0621